This record from the Open Molecules 2025 dataset describes the molecule C3H4OS2. The level of theory is wB97M-V/def2-TZVPD.

Properties
HOMO energy   -9.316 eV
Lowest unoccupied orbital energy   -1.5 eV

Geometry (Å):
C 0.38 0.93 -0.29
C -0.03 -0.41 -0.76
C 0.07 -1.47 0.37
H -0.77 1.26 1.70
H 0.50 1.47 -1.22
H 1.29 0.83 0.22
H -0.24 -2.52 0.01
O 0.47 -1.21 1.46
S -0.84 1.98 0.60
S -0.84 -0.87 -2.08

---

This record from the Open Molecules 2025 dataset describes the molecule C3H4P2. The level of theory is wB97M-V/def2-TZVPD.

Properties
HOMO energy   -8.468 eV
Lowest unoccupied orbital energy   -0.3 eV

Geometry (Å):
C -0.79 0.31 0.06
C -0.15 -0.38 1.03
C 2.02 -1.69 -0.93
P 0.97 -1.84 0.83
P 0.62 -2.46 -1.35
H -1.52 1.06 0.43
H -0.60 0.21 -0.96
H -0.35 -0.06 2.10
H 2.66 -0.87 -1.07

---

This record from the Open Molecules 2025 dataset describes the molecule C3H4S. The level of theory is wB97M-V/def2-TZVPD.

Properties
HOMO energy   -8.856 eV
Lowest unoccupied orbital energy   -1.0 eV

Geometry (Å):
C -0.14 1.23 0.41
C -0.42 -0.03 0.20
C 0.43 -0.96 -0.55
S 0.09 -2.46 -1.21
H 0.74 1.67 0.36
H -1.40 -0.53 0.25
H 1.43 -0.74 -0.57
H -0.74 1.82 1.11

---

This record from the Open Molecules 2025 dataset describes a cluster of 2 separate species, C3H4S in total. The level of theory is wB97M-V/def2-TZVPD.

Properties
HOMO energy   -8.816 eV
Lowest unoccupied orbital energy   -0.4 eV

Geometry (Å):
C 1.23 0.41 -0.06
C 0.62 1.20 -0.74
C -0.18 -1.45 1.39
S -0.92 -2.61 0.49
H 1.97 -0.17 0.46
H 0.24 1.76 -1.47
H 0.83 -1.55 1.59
H -0.77 -0.63 1.81

---

This record from the Open Molecules 2025 dataset describes a structure of composition C3H4S. The level of theory is wB97M-V/def2-TZVPD.

Properties
Multiplicity   3
HOMO energy (alpha / beta)   -5.137 / -10.831 eV
Lowest unoccupied orbital energy (alpha / beta)   0.8 / -1.2 eV

Geometry (Å):
C 1.09 1.14 -0.11
C 0.32 0.09 0.05
C -0.99 -0.70 -0.06
S 2.06 -0.38 0.12
H 1.49 2.47 -0.02
H -1.09 -1.20 -0.94
H -1.95 -0.08 0.10
H -0.93 -1.33 0.87

---

This record from the Open Molecules 2025 dataset describes the molecule C3H4S2. The level of theory is wB97M-V/def2-TZVPD.

Properties
HOMO energy   -7.644 eV
Lowest unoccupied orbital energy   0.6 eV

Geometry (Å):
C -1.34 -1.25 0.09
C -1.21 0.02 0.00
C 1.39 0.71 -0.02
S -2.98 -0.34 -0.01
S -0.26 1.38 -0.14
H -0.77 -2.17 -0.04
H 1.30 0.06 0.76
H 2.28 1.46 0.27
H 1.59 0.13 -0.91

---

This record from the Open Molecules 2025 dataset describes the molecule C3H4S2. The level of theory is wB97M-V/def2-TZVPD.

Properties
HOMO energy (alpha / beta)   -9.498 / -7.513 eV
Lowest unoccupied orbital energy (alpha / beta)   0.0 / -2.0 eV

Geometry (Å):
C -0.39 -0.98 0.23
C -0.16 0.53 0.04
C 1.16 1.17 -0.02
S -1.93 -1.73 -0.36
S 0.71 1.10 -1.61
H 0.31 -1.57 -0.39
H -0.30 -1.37 1.28
H -1.03 1.09 0.17
H 1.63 1.76 0.65

---

This record from the Open Molecules 2025 dataset describes the molecule C3H4S2. The level of theory is wB97M-V/def2-TZVPD.

Properties
HOMO energy   -8.768 eV
Lowest unoccupied orbital energy   0.7 eV

Geometry (Å):
C 1.09 -0.59 0.58
C -0.56 1.10 -0.76
C 0.67 0.72 -0.05
S 2.16 0.01 -0.76
S 0.24 2.40 0.23
H 1.55 -0.50 1.56
H -0.56 1.18 -1.84
H -1.50 0.76 -0.34
H 0.66 -1.63 0.36

---

| no. | F_max (eV/Å) | M (g/mol) |
| --- | --- | --- |
| 1 | 2.804 | 120.20 |
| 2 | 4.065 | 102.01 |
| 3 | 4.781 | 72.13 |
| 4 | 4.438 | 72.13 |
| 5 | 9.284 | 72.13 |
| 6 | 3.085 | 104.20 |
| 7 | 2.927 | 104.20 |
| 8 | 2.077 | 104.20 |